Record 1
Entry from the OMol25 dataset: a molecular structure, C40H75F3InN6O7 in a non-equilibrium geometry (ωB97M-V with the def2-TZVPD basis set).

Element x y z (Å)
C  0.829  5.078  8.840
C  0.008  4.295  7.977
C  -1.020  3.215  7.219
In  -0.906  3.761  4.978
C  1.258  3.801  4.237
C  1.672  2.508  3.316
C  3.078  2.845  2.484
C  3.226  1.914  1.105
C  3.535  2.845  -0.243
C  3.815  1.949  -1.597
C  2.523  1.898  -2.633
C  2.800  2.616  -4.082
C  3.529  1.561  -5.153
C  2.372  0.955  -6.154
C  2.670  -0.577  -6.686
C  2.657  -1.715  -5.485
N  1.871  -2.977  -5.860
C  2.271  -4.436  -5.692
C  1.098  -5.499  -6.184
C  -0.144  -4.575  -6.728
C  0.464  -3.061  -6.480
C  -1.746  5.911  4.875
C  -1.644  6.568  3.377
O  -2.774  6.209  2.506
C  -4.050  6.774  2.989
O  -4.233  8.024  3.428
C  -5.336  5.705  3.025
C  -6.146  5.776  1.567
C  -2.240  2.343  3.757
F  -3.311  1.695  4.602
F  -2.911  3.120  2.655
F  -1.428  1.199  3.218
H  1.298  5.573  9.820
H  -0.712  2.106  7.431
H  -2.100  3.496  7.642
H  1.374  4.815  3.619
H  1.922  3.861  5.226
H  0.797  2.293  2.561
H  1.904  1.540  3.972
H  4.036  2.698  3.174
H  3.113  3.965  2.105
H  2.245  1.292  0.940
H  4.160  1.204  1.284
H  2.675  3.638  -0.391
H  4.524  3.436  -0.016
H  4.022  0.819  -1.274
H  4.757  2.379  -2.184
H  2.155  0.772  -2.773
H  1.638  2.469  -2.100
H  3.437  3.607  -4.023
H  1.732  2.922  -4.520
H  4.315  2.175  -5.807
H  4.104  0.701  -4.572
H  1.310  0.974  -5.626
H  2.350  1.660  -7.114
H  3.718  -0.685  -7.220
H  1.840  -0.809  -7.498
H  3.785  -2.024  -5.249
H  2.224  -1.255  -4.475
H  3.272  -4.847  -5.240
H  1.092  -6.671  -6.152
H  -1.192  -4.860  -7.177
H  -0.136  -2.074  -6.752
H  -2.830  5.824  5.311
H  -1.106  6.509  5.669
H  -1.622  7.751  3.536
H  -0.608  6.261  2.912
H  -6.064  5.976  3.923
H  -4.973  4.582  3.139
H  -6.031  6.837  1.048
H  -7.314  5.583  1.718
H  -5.705  4.895  0.918
C  -4.685  -5.996  -6.562
O  -4.039  -5.019  -6.206
N  -4.220  -7.293  -6.596
C  -5.051  -8.396  -7.031
C  -2.858  -7.564  -6.183
H  -5.732  -5.904  -6.896
H  -5.138  -9.117  -6.214
H  -4.580  -8.874  -7.895
H  -6.050  -8.050  -7.312
H  -2.729  -7.238  -5.147
H  -2.174  -6.996  -6.820
H  -2.636  -8.632  -6.264
C  6.047  -5.851  -6.100
O  5.391  -4.879  -5.749
N  5.615  -6.841  -6.956
C  6.457  -7.961  -7.323
C  4.279  -6.761  -7.508
H  7.077  -6.010  -5.740
H  6.595  -7.959  -8.408
H  5.965  -8.888  -7.016
H  7.434  -7.895  -6.837
H  4.181  -5.829  -8.072
H  3.555  -6.753  -6.687
H  4.081  -7.612  -8.165
C  -10.236  6.398  3.149
O  -10.437  6.588  1.956
N  -10.167  5.165  3.762
C  -9.925  5.027  5.183
C  -10.341  3.970  2.963
H  -10.090  7.237  3.849
H  -9.009  4.447  5.330
H  -10.770  4.500  5.636
H  -9.813  6.004  5.661
H  -9.574  3.948  2.183
H  -11.326  4.001  2.487
H  -10.260  3.074  3.584
C  7.532  -6.603  -2.121
O  8.127  -7.494  -1.527
N  7.212  -5.369  -1.597
C  6.505  -4.368  -2.367
C  7.593  -5.062  -0.234
H  7.196  -6.730  -3.163
H  7.129  -3.472  -2.439
H  5.569  -4.124  -1.857
H  6.281  -4.731  -3.374
H  8.680  -5.141  -0.141
H  7.129  -5.790  0.439
H  7.273  -4.053  0.039
C  -1.752  2.303  10.357
O  -2.837  2.319  9.789
N  -1.379  1.414  11.342
C  -0.073  1.462  11.966
C  -2.321  0.400  11.769
H  -0.962  3.030  10.109
H  0.435  0.510  11.794
H  -0.200  1.624  13.040
H  0.532  2.272  11.550
H  -2.591  -0.220  10.909
H  -3.223  0.889  12.148
H  -1.885  -0.226  12.552

Values from the calculation:
- net charge = -1
- lowest unoccupied orbital energy (eV) = 1.53
- calculated total energy (hartree) = -2913.3505
- ΔE to the lowest compared entry with this formula, charge and spin (kcal per mole) = 183.0
- maximum force (hartree/bohr) = 0.179
- HOMO (Ha) = -0.184
- 2S+1 = 1

Record 2
Entry from the OMol25 dataset: a molecular structure, C12H54CsO21 in a non-equilibrium geometry (ωB97M-V with the def2-TZVPD basis set).

Element x y z (Å)
Cs  0.087  -0.561  0.210
O  1.070  1.790  3.781
H  1.643  1.841  3.017
H  1.651  1.940  4.527
O  0.588  -2.986  1.827
H  0.609  -3.873  1.468
H  1.326  -2.956  2.436
O  -3.069  -0.069  -0.217
H  -3.707  0.593  -0.482
H  -3.587  -0.863  -0.087
O  1.282  -5.264  0.621
H  0.862  -4.914  -0.164
H  1.132  -6.209  0.572
O  4.871  0.475  -0.178
H  5.744  0.264  0.153
H  4.691  -0.202  -0.831
O  0.591  -4.232  -1.971
H  0.824  -4.114  -2.892
H  -0.326  -4.504  -1.988
O  2.377  2.364  -1.401
H  3.263  2.111  -1.660
H  1.829  2.117  -2.146
O  2.748  1.886  1.536
H  2.363  2.550  0.964
H  3.593  1.684  1.134
O  3.987  -3.551  0.311
H  3.147  -3.987  0.170
H  3.868  -3.056  1.121
C  -0.525  4.509  0.013
C  -0.847  5.992  -0.033
O  0.255  6.778  0.295
O  -0.644  4.158  1.377
H  0.461  4.215  -0.347
H  -1.283  3.944  -0.531
H  -1.689  6.271  0.600
H  -1.097  6.195  -1.074
H  0.507  6.472  1.169
H  0.128  4.461  1.862
C  1.322  -0.353  -3.871
C  2.126  -0.304  -5.225
O  1.336  0.262  -6.205
O  1.159  0.943  -3.298
H  1.772  -1.065  -3.179
H  0.342  -0.717  -4.178
H  2.460  -1.274  -5.594
H  3.054  0.267  -5.204
H  1.765  0.290  -7.064
H  0.315  1.346  -3.515
C  -4.020  -3.040  1.300
C  -3.506  -4.384  0.621
O  -4.493  -4.930  -0.227
O  -4.608  -2.102  0.444
H  -3.104  -2.619  1.714
H  -4.703  -3.215  2.131
H  -3.257  -5.151  1.354
H  -2.650  -4.099  0.010
H  -4.820  -5.717  0.214
H  -5.531  -2.350  0.356
C  2.928  -1.238  3.389
C  4.377  -0.700  3.388
O  5.059  -1.320  4.487
O  2.985  -2.515  2.871
H  2.360  -0.596  2.715
H  2.491  -1.204  4.387
H  4.326  0.385  3.472
H  4.918  -0.916  2.467
H  4.604  -1.117  5.308
H  3.455  -3.037  3.524
C  -3.611  2.422  -3.928
C  -2.614  1.267  -4.128
O  -1.297  1.712  -4.406
O  -3.726  3.089  -5.135
H  -3.345  3.138  -3.151
H  -4.508  1.857  -3.675
H  -2.909  0.697  -5.009
H  -2.579  0.551  -3.306
H  -1.380  2.092  -5.284
H  -2.883  3.525  -5.279
C  -2.753  1.577  3.519
C  -2.114  0.206  3.782
O  -0.844  0.099  3.058
O  -3.054  1.780  2.118
H  -2.153  2.456  3.753
H  -3.718  1.649  4.019
H  -2.716  -0.624  3.411
H  -1.856  0.103  4.836
H  -0.144  0.665  3.390
H  -2.980  0.940  1.660

Values from the calculation:
- net charge = +1
- lowest unoccupied orbital energy (eV) = -2.47
- calculated total energy (hartree) = -2089.5238
- maximum force (hartree/bohr) = 0.051
- HOMO (Ha) = -0.432
- 2S+1 = 1

Record 3
Entry from the OMol25 dataset: a molecular structure, C22H63BaHgN3O21S2 in a non-equilibrium geometry (ωB97M-V with the def2-TZVPD basis set).

Element x y z (Å)
Ba  1.356  -3.838  1.145
Hg  -1.835  -0.354  1.912
S  0.815  -0.129  0.527
O  0.279  -1.470  0.872
O  1.254  -0.151  -0.882
O  -0.291  0.849  0.667
O  1.943  0.160  1.414
S  -1.742  -3.653  3.276
O  -0.514  -4.424  2.918
O  -1.945  -3.705  4.725
O  -1.640  -2.254  2.750
O  -2.911  -4.358  2.691
C  0.608  0.295  -4.314
C  0.880  0.835  -5.696
O  2.008  0.284  -6.336
O  1.555  0.794  -3.343
H  0.505  -0.793  -4.277
H  -0.344  0.708  -3.946
H  0.955  1.929  -5.635
H  -0.004  0.641  -6.308
H  2.703  0.101  -5.681
H  1.366  0.390  -2.473
C  2.400  2.417  4.173
C  2.255  3.228  2.901
O  2.893  2.633  1.780
O  1.601  1.230  4.132
H  2.144  3.004  5.052
H  3.455  2.126  4.257
H  2.677  4.231  3.023
H  1.198  3.454  2.685
H  2.594  1.701  1.791
H  1.713  0.835  3.257
C  0.310  4.098  -0.423
C  1.386  3.536  -1.332
O  1.049  3.562  -2.705
O  -0.838  3.242  -0.322
H  -0.112  5.034  -0.794
H  0.733  4.284  0.570
H  1.607  2.523  -0.979
H  2.276  4.150  -1.154
H  1.105  2.640  -2.996
H  -0.549  2.353  -0.042
C  -0.886  -4.119  -1.615
C  -0.076  -2.981  -2.175
O  1.169  -2.718  -1.528
O  -1.067  -4.050  -0.195
H  -0.337  -5.067  -1.751
H  -1.837  -4.272  -2.125
H  -0.643  -2.046  -2.039
H  0.049  -3.072  -3.256
H  1.185  -1.807  -1.171
H  -1.905  -4.471  0.043
C  5.112  -0.273  -3.612
C  4.642  -1.008  -2.358
O  4.090  -0.120  -1.407
O  3.965  0.210  -4.319
H  5.688  -0.923  -4.270
H  5.702  0.604  -3.320
H  5.554  -1.459  -1.940
H  3.987  -1.832  -2.655
H  3.129  -0.212  -1.296
H  3.313  0.503  -3.660
C  -2.992  0.463  -1.545
C  -3.769  -0.611  -0.795
C  -4.578  -1.505  -1.721
O  -3.670  -2.171  -2.575
C  -4.254  -3.302  -3.184
N  -2.880  -1.386  0.106
H  -2.833  1.368  -0.954
H  -3.540  0.771  -2.432
H  -1.983  0.126  -1.792
H  -4.475  -0.172  -0.079
H  -5.250  -0.879  -2.318
H  -5.156  -2.210  -1.111
H  -3.528  -3.834  -3.802
H  -5.037  -3.029  -3.903
H  -4.631  -3.985  -2.417
H  -2.194  -1.891  -0.464
H  -3.377  -2.214  0.458
C  5.547  -1.213  2.028
C  4.446  -2.268  1.955
C  3.685  -2.218  3.281
O  2.471  -2.993  3.367
C  1.939  -2.955  4.691
N  3.571  -2.002  0.811
H  5.126  -0.201  2.037
H  6.209  -1.237  1.159
H  6.219  -1.268  2.889
H  4.989  -3.213  1.826
H  3.274  -1.204  3.393
H  4.370  -2.377  4.116
H  1.638  -1.938  4.957
H  2.671  -3.302  5.426
H  1.073  -3.613  4.726
H  4.108  -1.538  0.074
H  3.051  -1.159  1.070
C  -4.548  2.787  3.237
C  -4.098  2.485  1.801
C  -3.912  3.830  1.092
O  -5.005  4.706  1.292
C  -6.159  4.365  0.566
N  -2.726  1.898  1.915
H  -5.593  3.094  3.229
H  -3.948  3.613  3.622
H  -4.481  1.946  3.929
H  -4.817  1.799  1.361
H  -3.669  3.670  0.032
H  -3.111  4.451  1.494
H  -6.016  4.554  -0.504
H  -7.006  4.988  0.851
H  -6.449  3.324  0.748
H  -2.173  2.257  1.127
H  -2.263  2.364  2.695

Values from the calculation:
- net charge = 0
- lowest unoccupied orbital energy (eV) = -0.65
- calculated total energy (hartree) = -3595.6947
- ΔE to the lowest compared entry with this formula, charge and spin (kcal per mole) = 0.0
- maximum force (hartree/bohr) = 0.105
- HOMO (Ha) = -0.287
- 2S+1 = 1

Q: Which gap between HOMO and LUMO values were calculated for the entries above? A: 0.2399 0.3410 0.2636, in hartree.